Record 1
The following is a DFT calculation (ωB97M-V/def2-TZVPD) of a cluster of 8 separate species, C33H86ClN6O14 in total.

Structure (XYZ):
```
140
C33H86ClN6O14 (ωB97M-V/def2-TZVPD)
Cl 0.7926 0.5238 0.5605
O 1.2888 -0.6675 -0.0741
O -0.0140 1.2773 -0.3665
O -0.0223 0.1522 1.7075
O 1.8818 1.3300 1.0797
C 0.8534 1.5274 4.8748
C 1.6657 0.2671 4.6443
C 2.4936 -0.0215 5.8879
O 0.7709 -0.8293 4.4538
H 0.0489 1.7080 4.1604
H 1.5111 2.4061 4.9124
H 0.3537 1.4908 5.8478
H 2.3775 0.3233 3.8163
H 2.0849 0.2963 6.8461
H 3.4859 0.4358 5.7888
H 2.7396 -1.0861 5.9457
H 0.3771 -0.7095 3.5785
C 1.5858 4.4407 -4.5434
O 2.4034 3.4328 -4.0242
C 2.5562 3.5155 -2.6353
C 3.5742 2.4934 -2.1442
N 3.1308 1.1392 -2.4999
C 4.0498 0.1953 -1.8160
C 5.3550 0.0334 -2.5587
O 5.1747 -0.1029 -3.9375
C 6.3638 -0.3816 -4.6197
H 0.5411 4.3041 -4.2164
H 1.5984 4.3502 -5.6288
H 1.8587 5.4621 -4.2424
H 1.6018 3.3544 -2.0991
H 2.8234 4.5263 -2.2777
H 3.5323 2.6536 -1.0578
H 4.5385 2.7453 -2.5823
H 2.2544 1.0173 -1.9944
H 3.4778 -0.7374 -1.8022
H 4.2336 0.4301 -0.7600
H 5.9019 -0.8187 -2.1134
H 6.0385 0.8757 -2.3447
H 7.0005 -1.0632 -4.0413
H 6.9590 0.5215 -4.8282
H 6.0886 -0.8049 -5.5849
C 0.9825 -4.4895 -2.7130
O 0.2019 -4.0223 -3.7860
C -0.9586 -4.7901 -3.9800
C -1.5757 -4.3393 -5.2971
N -1.7821 -2.9009 -5.3832
C -2.9221 -2.5108 -4.5335
C -3.1054 -1.0055 -4.4565
O -1.9527 -0.3926 -3.9659
C -2.2278 0.8627 -3.4288
H 0.4694 -4.3620 -1.7557
H 1.9437 -3.9863 -2.7299
H 1.1536 -5.5718 -2.8423
H -1.6356 -4.7015 -3.1171
H -0.6803 -5.8539 -4.0521
H -2.5102 -4.8897 -5.5123
H -0.8543 -4.6878 -6.0427
H -2.1501 -2.6780 -6.3028
H -2.9184 -2.9750 -3.5509
H -3.8419 -2.8406 -5.0574
H -4.0140 -0.8161 -3.8709
H -3.3211 -0.6417 -5.4766
H -3.0451 0.8846 -2.6944
H -2.4867 1.6205 -4.1764
H -1.4873 1.2332 -2.7123
C -4.2762 -9.2171 -2.6239
O -4.0422 -8.3146 -1.5746
C -3.6924 -8.9420 -0.3737
C -3.7808 -7.9473 0.7665
N -2.7842 -6.9173 0.5773
C -2.8967 -5.8060 1.4968
C -1.8806 -4.7278 1.2378
O -2.2142 -4.1365 0.0022
C -1.5116 -2.9431 -0.2453
H -4.9294 -8.7462 -3.3571
H -4.7844 -10.1146 -2.2507
H -3.3517 -9.5269 -3.1255
H -2.6629 -9.3188 -0.4326
H -4.3722 -9.7608 -0.0943
H -3.6153 -8.4502 1.7209
H -4.8071 -7.5383 0.7263
H -2.7116 -6.5861 -0.3753
H -2.7873 -6.1902 2.5176
H -3.8884 -5.3224 1.4440
H -0.8526 -5.1107 1.1895
H -1.9124 -3.9816 2.0433
H -0.4311 -2.9758 -0.0689
H -1.9110 -2.1128 0.3438
H -1.6439 -2.6875 -1.2981
C -0.5894 6.5771 4.9543
C 0.8322 6.0302 4.7486
C 1.2214 5.9593 3.2748
O 0.1573 5.5156 2.4803
C 0.2087 4.1675 2.0128
N 1.7854 6.9351 5.4402
H -1.3257 5.7648 4.9568
H -0.9017 7.2774 4.1781
H -0.7122 7.0389 5.9354
H 0.8942 5.0271 5.1786
H 2.1385 5.3776 3.1550
H 1.4879 6.9846 2.9779
H 0.5660 3.4517 2.7548
H 0.6982 4.1080 1.0384
H -0.8281 3.8810 1.8169
H 1.5752 7.8839 5.1383
H 1.5284 6.9370 6.4233
C 4.8289 4.5214 1.6930
C 5.1689 3.1283 2.1846
C 4.6090 2.8768 3.5777
O 5.2547 3.7140 4.5162
C 4.7197 3.5651 5.8097
N 4.7174 2.1287 1.2291
H 3.7459 4.6226 1.5476
H 5.2563 4.6801 0.7001
H 5.1438 5.3152 2.3677
H 6.2613 3.0550 2.1933
H 4.8534 1.8289 3.8150
H 3.5275 3.0568 3.5974
H 4.9361 2.5703 6.2210
H 3.6403 3.7399 5.8469
H 5.1787 4.3460 6.4147
H 3.7003 2.1101 1.1047
H 4.9368 1.2184 1.6275
C -7.2982 2.0909 -0.8048
C -5.8816 1.5388 -0.9517
C -5.7789 0.1726 -0.3105
O -4.5418 -0.4281 -0.5619
C -3.5165 0.0679 0.2937
N -5.5687 1.4180 -2.3931
H -7.3615 3.1347 -1.1088
H -7.5954 2.0550 0.2506
H -8.0440 1.5159 -1.3590
H -5.2340 2.3091 -0.5315
H -6.5568 -0.5048 -0.6826
H -6.0408 0.2142 0.7628
H -3.5341 -0.4404 1.2639
H -3.6724 1.1237 0.5386
H -2.5720 -0.0609 -0.2244
H -6.1944 0.7375 -2.8264
H -4.6965 0.8838 -2.3856
```

E = -3150.61774 Ha
lowest unoccupied orbital energy = 2.28 eV
net charge = -1
frontier orbital gap = 8.3 eV

Record 2
The following is a DFT calculation (ωB97M-V/def2-TZVPD) of a cluster of 11 separate species, C33H93N11O16 in total.

Structure (XYZ):
```
153
C33H93N11O16 (ωB97M-V/def2-TZVPD)
C -7.2269 -2.7423 2.8492
O -5.8092 -2.5716 2.8469
C -5.2177 -3.0612 1.6526
C -3.7476 -2.8458 1.8513
N -3.4827 -1.4295 1.6949
C -2.0811 -1.0888 1.6241
C -1.9308 0.4809 1.4158
O -2.1745 0.9950 2.7359
C -1.8551 2.3594 2.8662
H -7.6353 -1.7886 2.5149
H -7.6128 -3.0520 3.8204
H -7.4787 -3.6704 2.3360
H -5.4571 -2.6245 0.6831
H -5.1854 -4.1507 1.6411
H -3.2915 -3.5291 1.1350
H -3.4156 -3.3180 2.7760
H -3.8365 -0.9407 2.5049
H -1.5495 -1.5683 0.8022
H -1.5141 -1.2362 2.5433
H -2.7117 0.9217 0.7961
H -0.9075 0.7347 1.1392
H -1.8859 2.5844 3.9322
H -2.5369 3.0135 2.3226
H -0.8117 2.5375 2.6058
C 2.8840 3.1823 6.5768
O 2.5396 3.3425 5.2100
C 3.1070 2.1399 4.5831
C 2.3822 1.7652 3.2449
N 2.4718 2.9513 2.3464
C 1.8543 2.6410 1.0351
C 1.5858 3.8980 0.2358
O 0.1634 4.2454 0.5225
C -0.2528 5.3438 -0.2323
H 2.6901 4.1049 7.1240
H 3.9032 2.8408 6.7576
H 2.2666 2.4013 7.0204
H 3.1547 1.3041 5.2811
H 4.1502 2.3541 4.3509
H 1.3719 1.4852 3.5435
H 2.8847 0.8700 2.8786
H 1.9268 3.7053 2.7396
H 1.0246 1.9362 1.0897
H 2.6280 2.1485 0.4462
H 1.6010 3.6448 -0.8243
H 2.1220 4.7914 0.5561
H 0.3955 6.2067 -0.0800
H -1.2372 5.6113 0.1518
H -0.2395 5.1382 -1.3026
C 1.3315 -7.2195 -0.9290
O 2.5387 -6.7042 -1.3813
C 3.0228 -7.4498 -2.5232
C 4.3020 -6.7516 -3.0186
N 4.1063 -5.3135 -3.3389
C 3.8731 -5.1816 -4.7464
C 3.4096 -3.7124 -5.0647
O 2.2169 -3.4285 -4.3526
C 1.5515 -2.2061 -4.8580
H 0.9231 -6.6326 -0.1062
H 1.4617 -8.2530 -0.6081
H 0.5705 -7.3924 -1.6901
H 2.2558 -7.3450 -3.2905
H 3.3034 -8.4847 -2.3276
H 4.6826 -7.2752 -3.8956
H 5.0855 -6.8301 -2.2650
H 3.2437 -5.0462 -2.8866
H 3.0782 -5.8645 -5.0462
H 4.7451 -5.4759 -5.3306
H 3.3723 -3.6660 -6.1531
H 4.1839 -3.0358 -4.7033
H 0.6260 -2.0546 -4.3025
H 1.1497 -2.3699 -5.8579
H 2.0876 -1.2570 -4.8520
C -2.7033 7.0218 4.8962
O -2.9391 7.4542 3.5081
C -3.5161 6.3802 2.6419
C -3.8800 6.8932 1.2963
N -4.4919 5.8583 0.5617
C -4.8336 6.1316 -0.8368
C -3.8874 5.3382 -1.7496
O -3.4304 4.1137 -1.0710
C -2.3825 3.3881 -1.8183
H -3.6842 7.0596 5.3702
H -2.0871 7.8223 5.3056
H -2.2147 6.0501 4.9681
H -4.5083 6.1663 3.0394
H -2.8964 5.4873 2.5603
H -3.0446 7.3011 0.7273
H -4.4768 7.7929 1.4463
H -3.8477 5.1099 0.3495
H -4.7696 7.1799 -1.1288
H -5.8714 5.8203 -0.9551
H -3.0724 5.9977 -2.0478
H -4.4827 5.1109 -2.6339
H -1.8696 4.0173 -2.5458
H -2.7920 2.5393 -2.3659
H -1.6698 2.9446 -1.1230
C 2.2549 -2.6154 5.7920
O 1.9041 -1.9503 4.5136
C 2.3293 -2.6924 3.3341
C 2.2793 -1.7798 2.1333
N 2.4549 -2.3592 0.7422
C 1.2148 -3.0156 0.3699
C 1.2179 -3.6128 -1.0326
O 0.0263 -4.2661 -1.2198
C -0.8689 -3.5460 -1.9965
H 2.1562 -3.6862 5.6137
H 1.6075 -2.2298 6.5796
H 3.3088 -2.4723 6.0305
H 1.5998 -3.4960 3.2326
H 3.3296 -3.1225 3.2850
H 3.1503 -1.1276 2.1972
H 1.3721 -1.1788 2.1966
H 3.2173 -3.0123 0.8532
H 0.2556 -2.5079 0.4718
H 1.0057 -3.8073 1.0893
H 2.0450 -4.3205 -1.0890
H 1.5776 -2.9176 -1.7911
H -1.2841 -2.7227 -1.4153
H -1.7234 -4.1601 -2.2805
H -0.3217 -3.1841 -2.8670
N 0.4681 0.6408 -2.6484
C 1.4240 0.4209 -1.8633
N 0.9610 -0.0475 -0.7470
O 2.5286 0.5412 -2.1336
H 0.6397 1.0194 -3.5689
H -0.5138 0.5961 -2.4159
H 1.6893 -0.5244 -0.2348
H -0.0205 -0.2857 -0.7384
N -3.5640 -1.0147 -3.3343
C -3.2230 -0.9094 -2.0852
N -4.0517 -1.6114 -1.3972
O -2.1546 -0.4494 -1.6363
H -4.3443 -1.5146 -3.7359
H -2.9351 -0.4271 -3.8628
H -4.1206 -1.3943 -0.4132
H -4.7837 -2.0024 -1.9727
N 4.8539 0.6809 -0.5405
C 5.6519 -0.3084 -0.7904
N 5.1649 -1.0019 -1.7662
O 6.5819 -0.6808 -0.1352
H 5.1325 1.4172 0.0922
H 3.9121 0.6544 -0.9044
H 5.5557 -1.9187 -1.9304
H 4.3025 -0.6466 -2.1538
O -1.8433 0.3390 -5.2298
H -1.0199 0.8046 -5.0833
H -1.6331 -0.3172 -5.8942
O 3.6945 2.9383 -3.3425
H 3.3069 2.1672 -2.9285
H 3.4029 2.8939 -4.2531
O 0.2161 2.1774 -5.4708
H 1.1184 2.4897 -5.5379
H -0.2985 2.9658 -5.2979
```

energy above the lowest of the compared OMol25 structures with the same formula, charge and spin = 146.0 kJ/mol
E = -3118.99648 Ha
structure (SMILES) = COCCNCCOC.COCCNCCOC.COCCNCCOC.COCCNCCOC.COCCNCCOC.NC(N)=O.NC(N)=O.NC(N)=O.O.O.O
lowest unoccupied orbital energy = -0.31 eV
net charge = 0
frontier orbital gap = 8.2 eV